Arrangement one

Formula: C3H9Cl3NSi
Source: the OMol25 dataset
Level of theory: wB97M-V/def2-TZVPD

The geometry in XYZ format:
```
17
Properties=species:S:1:pos:R:3:lowdin_charge:R:1
C -1.03 1.02 -1.68 -0.0025
C -0.31 1.33 0.70 0.0481
C 0.01 -0.84 -0.55 -0.1072
N -0.80 0.34 -0.39 -0.2322
Si 1.68 -1.78 1.61 -0.6391
Cl 3.22 -0.51 1.41 0.3518
Cl 0.48 -1.58 3.16 0.3915
Cl 2.09 -3.62 0.96 0.3765
H -1.39 0.23 -2.30 0.0987
H -1.72 1.87 -1.66 0.1220
H -0.19 1.43 -2.14 0.0879
H -0.86 2.17 0.67 0.0682
H -0.40 0.89 1.68 0.0818
H 0.61 1.60 0.47 0.0506
H -0.50 -1.81 -0.72 0.0710
H 0.84 -0.75 -1.17 0.0345
H -1.73 0.02 -0.04 0.1985
```

As for the frontier orbital gap: 8.57 eV. The value obtained for the lowest unoccupied orbital energy is -3.91 eV. The total charge is +1. For the highest occupied orbital energy, the calculation gives -12.48 eV.

***

Arrangement two

Formula: C3H9Cl3NSi
Source: the OMol25 dataset
Level of theory: wB97M-V/def2-TZVPD

The geometry in XYZ format:
```
17
Properties=species:S:1:pos:R:3:lowdin_charge:R:1
C -1.28 0.82 0.17 -0.1095
C 1.09 0.72 0.86 -0.0993
C 0.50 0.32 -1.40 -0.0386
N 0.02 0.13 0.09 -0.4649
Si -0.32 -1.82 0.37 -0.7097
Cl -1.47 -2.26 -1.13 0.5565
Cl 1.48 -2.64 0.15 0.4729
Cl -1.07 -1.74 2.20 0.4917
H -2.14 0.15 -0.04 0.0712
H -1.64 1.18 1.19 0.1294
H -1.25 1.69 -0.44 0.0915
H 2.04 0.28 0.52 0.0873
H 1.25 1.79 0.53 0.1324
H 0.98 0.57 1.93 0.1000
H 1.49 -0.29 -1.50 0.1135
H -0.27 -0.32 -1.95 0.0522
H 0.60 1.43 -1.55 0.1236
```

As for the frontier orbital gap: 12.86 eV. The value obtained for the lowest unoccupied orbital energy is -3.18 eV. The total charge is +1. For the highest occupied orbital energy, the calculation gives -16.04 eV.

***

Most stable structure: arrangement two

***

Arrangement one

Formula: C6H9N3
Source: the OMol25 dataset
Level of theory: wB97M-V/def2-TZVPD

The geometry in XYZ format:
```
18
Properties=species:S:1:pos:R:3:lowdin_charge:R:1
C 2.53 -1.23 -0.93 -0.0701
C 3.40 -0.12 -0.67 -0.1685
C 4.16 0.35 0.48 -0.1135
C -0.77 1.11 -1.35 -0.0938
C -1.10 -0.18 0.91 -0.1181
C -0.84 -0.11 -0.49 -0.1943
N 3.11 0.79 1.10 0.0740
N 1.52 -0.65 -0.24 0.0496
N 2.24 0.58 -0.05 -0.1047
H 2.61 -2.15 -1.48 0.0872
H 5.12 0.12 0.92 0.0967
H -1.64 1.74 -1.24 0.0744
H -0.62 0.69 -2.31 0.0602
H 0.06 1.81 -1.18 0.0789
H -1.93 0.56 1.00 0.1028
H -0.22 0.14 1.61 0.1254
H -1.34 -1.14 1.11 0.0366
H -0.72 -1.04 -0.98 0.0772
```

As for the frontier orbital gap (alpha / beta): 5.70 / 8.45 eV. The value obtained for the lowest unoccupied orbital energy (alpha / beta) is -1.13 / 0.31 eV. The total charge is 0. For the highest occupied orbital energy (alpha / beta), the calculation gives -6.83 / -8.14 eV.

***

Arrangement two

Formula: C6H9N3
Source: the OMol25 dataset
Level of theory: wB97M-V/def2-TZVPD

The geometry in XYZ format:
```
18
Properties=species:S:1:pos:R:3:lowdin_charge:R:1
C 1.13 3.09 0.12 -0.0538
C 0.01 2.24 -0.43 -0.2505
N -0.82 1.58 -0.87 0.1305
H 0.72 3.77 0.86 0.0767
H 1.54 3.71 -0.68 0.0801
H 1.90 2.49 0.60 0.0716
C -2.69 -1.26 0.20 -0.0888
C -3.83 -2.13 0.01 -0.2943
N -4.72 -2.84 -0.11 0.1240
H -1.76 -1.83 0.26 0.0735
H -2.83 -0.71 1.13 0.0834
H -2.64 -0.52 -0.59 0.0590
C 1.85 -1.17 -0.18 -0.0681
C 3.26 -1.50 0.09 -0.2822
N 4.34 -1.72 0.40 0.1243
H 1.72 -0.13 0.12 0.0532
H 1.23 -1.92 0.31 0.0791
H 1.57 -1.16 -1.24 0.0822
```

As for the frontier orbital gap: 11.79 eV. The value obtained for the lowest unoccupied orbital energy is 0.18 eV. The total charge is 0. For the highest occupied orbital energy, the calculation gives -11.61 eV.

***

Most stable structure: arrangement two

***

Arrangement one

Formula: C6H9N3
Source: the OMol25 dataset
Level of theory: wB97M-V/def2-TZVPD

The geometry in XYZ format:
```
18
Properties=species:S:1:pos:R:3:lowdin_charge:R:1
C 0.79 -1.84 -0.03 -0.1481
C -0.54 -2.21 0.01 -0.2019
C 1.19 -0.60 0.04 -0.0567
C -0.86 0.64 0.27 -0.1202
C -0.66 1.95 0.38 -0.0383
C 2.36 0.19 -0.19 -0.0880
N -1.62 -1.54 -0.08 0.0521
N -1.79 -0.24 0.04 -0.2351
N -3.21 0.15 -0.06 0.0942
H 1.50 -2.73 -0.37 0.1576
H -0.73 -3.23 -0.25 0.0949
H -1.32 2.72 0.04 0.0261
H 0.33 2.41 0.49 0.0317
H 3.15 -0.53 0.07 0.0929
H 2.43 1.02 0.43 0.0567
H 2.45 0.40 -1.27 0.1067
H -3.50 -0.89 -0.04 0.1057
H -3.43 0.51 -0.98 0.0697
```

As for the frontier orbital gap: 7.58 eV. The value obtained for the lowest unoccupied orbital energy is 0.15 eV. The total charge is 0. For the highest occupied orbital energy, the calculation gives -7.42 eV.

***

Arrangement two

Formula: C6H9N3
Source: the OMol25 dataset
Level of theory: wB97M-V/def2-TZVPD

The geometry in XYZ format:
```
18
Properties=species:S:1:pos:R:3:lowdin_charge:R:1
C -0.48 -1.21 2.43 -0.0833
C -0.19 -1.38 0.94 -0.0991
C 0.13 -0.43 0.10 -0.2603
C 0.18 1.06 0.37 -0.1784
C -0.59 1.75 -1.67 -0.2781
C 0.62 -0.84 -1.14 -0.1736
H 0.45 -1.60 3.03 0.1084
H -0.67 -0.22 2.86 0.0610
H -1.28 -1.91 2.74 0.0662
H -0.04 -2.36 0.64 0.0845
H 1.20 1.44 0.18 0.1358
H -0.01 1.27 1.45 0.1058
H -1.23 2.37 -2.33 0.1258
H 0.56 1.40 -3.37 0.1562
H 1.04 -1.89 -1.16 0.1364
N -0.79 1.72 -0.44 0.0492
N 0.33 1.08 -2.39 -0.0195
N 0.76 -0.25 -2.25 0.0629
```

As for the frontier orbital gap: 9.20 eV. The value obtained for the lowest unoccupied orbital energy is 0.88 eV. The total charge is 0. For the highest occupied orbital energy, the calculation gives -8.31 eV.

***

Most stable structure: arrangement two

***

Arrangement one

Formula: C4H6ClN3
Source: the OMol25 dataset
Level of theory: wB97M-V/def2-TZVPD

The geometry in XYZ format:
```
14
Properties=species:S:1:pos:R:3:lowdin_charge:R:1
C -2.22 -0.49 0.21 -0.5683
C -0.90 -0.50 0.18 -0.2688
C 1.07 0.55 -0.25 -0.2084
C 3.93 0.86 -0.14 -0.0571
H -2.84 0.37 -0.08 0.0738
H -0.34 -1.37 0.49 0.0978
H 1.63 -0.33 0.08 0.1186
H 1.36 2.30 -1.20 0.1351
H 3.57 0.14 0.60 0.0607
H 5.01 0.94 -0.29 0.0677
N -0.19 0.64 -0.23 0.0437
N 1.84 1.59 -0.69 -0.0287
N 3.18 1.64 -0.83 -0.0382
Cl -3.14 -1.86 0.74 0.5721
```

As for the frontier orbital gap: 8.83 eV. The value obtained for the lowest unoccupied orbital energy is 0.48 eV. The total charge is 0. For the highest occupied orbital energy, the calculation gives -8.34 eV.

***

Arrangement two

Formula: C4H6ClN3
Source: the OMol25 dataset
Level of theory: wB97M-V/def2-TZVPD

The geometry in XYZ format:
```
14
Properties=species:S:1:pos:R:3:lowdin_charge:R:1
C 1.00 0.31 1.14 -0.5860
C -0.38 0.14 0.96 -0.4274
C 0.73 0.10 -2.22 -0.1360
C -1.54 0.30 1.95 -0.0742
N 0.01 -0.43 -1.38 0.0329
N -0.72 -0.18 -0.39 0.0022
N 1.76 -0.41 -2.89 0.1052
Cl 1.63 0.63 2.68 0.5223
H -1.07 0.20 3.00 0.0764
H -1.94 1.29 1.84 0.0617
H -2.29 -0.45 1.74 0.0570
H -1.65 -0.61 -0.58 0.1811
H 2.14 -1.24 -2.57 0.0741
H 2.30 0.36 -3.29 0.1106
```

As for the frontier orbital gap (alpha / beta): 6.49 / 6.22 eV. The value obtained for the lowest unoccupied orbital energy (alpha / beta) is -0.71 / -0.87 eV. The total charge is 0. For the highest occupied orbital energy (alpha / beta), the calculation gives -7.21 / -7.09 eV.

***

Most stable structure: arrangement one

***

Arrangement one

Formula: C26H78O26
Source: the OMol25 dataset
Level of theory: wB97M-V/def2-TZVPD

The geometry in XYZ format:
```
130
Properties=species:S:1:pos:R:3:lowdin_charge:R:1
C 26.15 15.08 54.25 -0.1789
C 27.47 14.75 55.02 -0.1319
O 26.96 13.96 56.22 -0.0599
O 26.53 16.02 53.23 -0.1694
H 25.29 15.44 55.10 0.1789
H 25.77 14.27 53.59 0.1071
H 27.83 15.61 55.40 0.0442
H 28.27 14.14 54.60 0.1250
H 27.69 13.55 56.52 -0.0087
H 27.21 16.73 53.54 0.1038
C 24.13 22.50 56.02 -0.1886
C 25.25 22.77 54.90 -0.1847
O 25.53 24.23 54.95 -0.1263
O 23.90 21.14 56.01 0.0161
H 23.20 23.00 55.94 0.1167
H 24.68 22.82 56.83 0.0980
H 24.97 22.43 53.92 0.0800
H 26.26 22.18 54.96 0.1461
H 25.85 24.35 53.96 0.1428
H 23.64 20.91 55.28 -0.0777
C 22.59 15.32 47.19 -0.2123
C 23.02 16.15 45.94 -0.2028
O 24.36 16.23 45.66 0.0115
O 21.29 15.28 47.60 -0.0114
H 23.34 15.70 47.97 0.1351
H 22.84 14.38 47.09 0.0776
H 22.77 17.26 45.71 0.1615
H 22.69 15.59 45.20 0.0602
H 24.80 15.92 46.31 -0.0815
H 21.30 14.82 48.36 -0.0071
C 28.08 16.19 50.30 -0.1960
C 29.22 15.49 51.08 -0.1285
O 30.36 16.50 51.09 -0.0977
O 26.81 15.54 50.50 -0.1556
H 28.22 16.44 49.21 0.1374
H 27.75 17.32 50.66 0.1552
H 29.54 14.56 50.51 0.1343
H 29.00 15.36 52.18 0.1179
H 31.02 16.43 50.44 0.0432
H 26.48 15.43 51.40 0.0658
C 21.55 23.50 51.96 -0.2574
C 22.07 22.27 52.83 -0.1400
O 20.80 21.56 53.09 -0.0530
O 22.72 24.22 51.80 -0.1042
H 20.82 24.15 52.56 0.1379
H 21.01 23.22 51.11 0.0885
H 22.58 22.50 53.74 0.0859
H 22.82 21.91 52.19 0.0919
H 20.38 21.33 52.33 -0.0017
H 22.50 25.17 51.42 0.1513
C 20.11 19.19 50.21 -0.1913
C 20.72 17.91 49.56 -0.2510
O 20.76 17.84 48.14 -0.0924
O 20.20 19.01 51.66 -0.0802
H 18.93 19.45 49.93 0.1780
H 20.66 20.01 49.94 0.0715
H 20.21 17.04 50.21 0.1463
H 21.72 17.95 49.93 0.0641
H 21.18 16.93 47.85 0.0808
H 19.56 18.39 51.83 0.0367
C 26.31 19.02 55.92 -0.3000
C 27.75 18.62 55.95 -0.2138
O 28.14 18.03 54.68 -0.1677
O 26.18 19.76 57.04 -0.1114
H 25.52 18.26 56.12 0.1375
H 26.19 19.69 55.05 0.1134
H 28.25 18.01 56.78 0.1366
H 28.51 19.54 56.07 0.1583
H 29.18 18.01 54.64 0.1574
H 25.42 20.47 57.04 0.1351
C 23.28 13.58 50.67 -0.2193
C 21.76 13.50 51.00 -0.2152
O 20.98 14.14 50.03 -0.0522
O 23.92 12.90 51.73 -0.1044
H 23.54 14.65 50.56 0.1059
H 23.88 13.05 49.78 0.1666
H 21.67 13.95 51.91 0.0840
H 21.34 12.50 51.06 0.1335
H 20.13 14.14 50.42 0.0897
H 23.65 13.35 52.58 0.1035
C 29.67 21.24 51.17 -0.1876
C 28.86 20.48 52.20 -0.2094
O 27.56 21.20 52.10 -0.1321
O 30.95 20.57 51.27 -0.0187
H 29.70 22.25 51.54 0.1247
H 29.11 21.20 50.35 0.0768
H 29.11 20.50 53.31 0.1311
H 28.74 19.43 52.00 0.0856
H 26.82 20.49 52.26 0.0760
H 31.16 20.15 50.51 0.0174
C 24.34 18.69 50.70 -0.2071
C 25.31 18.85 51.84 -0.2313
O 24.95 19.96 52.59 -0.0697
O 24.66 17.62 49.87 -0.1026
H 24.24 19.56 49.87 0.1715
H 23.22 18.55 50.96 0.1186
H 26.22 18.91 51.59 0.0339
H 25.23 18.04 52.47 0.0970
H 24.29 19.72 53.28 0.0658
H 25.13 16.86 50.29 0.0767
C 25.71 19.60 46.23 -0.2681
C 26.26 20.06 47.64 -0.1910
O 26.81 18.88 48.24 -0.1107
O 25.36 20.61 45.42 -0.0505
H 24.75 19.12 46.66 0.1386
H 26.38 18.93 45.78 0.1003
H 25.62 20.55 48.29 0.0919
H 26.96 20.65 47.61 0.0261
H 26.10 18.33 48.76 0.0952
H 24.75 20.39 44.68 0.1257
C 22.04 17.52 55.78 -0.1981
C 22.77 17.68 54.34 -0.2138
O 22.61 18.93 53.75 -0.0796
O 22.45 16.23 56.29 -0.0946
H 20.93 17.77 55.69 0.1364
H 22.31 18.26 56.42 0.0587
H 22.06 17.04 53.68 0.1411
H 23.80 17.28 54.31 0.1042
H 21.74 18.82 53.39 0.0638
H 21.97 16.01 57.13 0.1135
C 27.00 13.26 48.08 -0.3388
C 26.64 14.45 47.34 -0.2863
O 25.67 15.17 48.03 -0.0931
O 27.96 12.54 47.47 -0.0390
H 26.04 12.53 48.12 0.1674
H 27.09 13.56 49.04 0.0676
H 26.32 14.11 46.28 0.1722
H 27.49 14.82 47.20 0.0504
H 26.07 15.55 48.94 0.1110
H 27.51 11.88 46.85 0.1439
```

As for the frontier orbital gap: 9.37 eV. The value obtained for the lowest unoccupied orbital energy is -0.07 eV. The total charge is 0. For the highest occupied orbital energy, the calculation gives -9.45 eV.

***

Arrangement two

Formula: C26H78O26
Source: the OMol25 dataset
Level of theory: wB97M-V/def2-TZVPD

The geometry in XYZ format:
```
130
Properties=species:S:1:pos:R:3:lowdin_charge:R:1
C 12.41 24.45 4.34 -0.2357
C 12.56 24.88 2.90 -0.2031
O 13.89 24.62 2.39 -0.0686
O 13.35 25.09 5.15 -0.0829
H 12.54 23.37 4.38 0.1154
H 11.41 24.60 4.75 0.1281
H 12.32 25.94 2.81 0.1220
H 11.97 24.17 2.32 0.1227
H 13.82 24.56 1.43 0.0824
H 14.13 24.53 5.13 0.0423
C 9.98 20.86 5.09 -0.1700
C 11.14 20.92 6.13 -0.2057
O 10.60 21.33 7.42 -0.0856
O 9.42 22.18 4.68 -0.0972
H 9.11 20.37 5.52 0.1127
H 10.37 20.29 4.25 0.1076
H 11.93 21.62 5.85 0.0924
H 11.64 19.96 6.20 0.1112
H 10.29 22.21 7.18 0.0626
H 8.46 22.15 4.74 0.0686
C 11.48 29.18 6.69 -0.2282
C 12.03 27.87 6.15 -0.1829
O 12.30 26.86 7.17 -0.1035
O 10.15 29.03 7.15 -0.0707
H 11.42 29.82 5.82 0.1224
H 12.03 29.64 7.52 0.1184
H 13.01 28.14 5.77 0.1151
H 11.42 27.38 5.39 0.1235
H 12.82 26.16 6.76 0.0464
H 10.12 28.40 7.88 0.0254
C 16.77 25.04 6.00 -0.1738
C 16.17 26.47 5.73 -0.2324
O 15.99 26.58 4.34 -0.0441
O 15.82 24.05 5.63 -0.0849
H 16.98 25.00 7.07 0.1031
H 17.65 24.98 5.36 0.1278
H 16.77 27.30 6.10 0.1203
H 15.25 26.56 6.31 0.1006
H 15.28 25.97 4.14 0.0458
H 16.19 23.33 5.10 0.1169
C 15.19 24.94 12.71 -0.2002
C 16.12 24.19 11.71 -0.1951
O 16.29 24.93 10.50 -0.0806
O 15.51 26.32 13.00 -0.0512
H 15.08 24.46 13.68 0.1178
H 14.22 24.76 12.24 0.1034
H 15.81 23.17 11.50 0.0956
H 17.10 23.99 12.13 0.1133
H 16.79 24.41 9.86 0.1008
H 14.67 26.76 13.09 0.0795
C 14.91 18.33 10.77 -0.2008
C 15.51 17.31 9.74 -0.2086
O 16.63 16.71 10.32 -0.0613
O 15.59 19.54 10.69 -0.0966
H 15.02 17.96 11.79 0.1238
H 13.84 18.52 10.67 0.1198
H 15.82 17.79 8.81 0.0838
H 14.92 16.43 9.49 0.1272
H 17.26 17.35 10.68 0.0823
H 16.53 19.48 10.91 0.1130
C 16.65 19.84 6.74 -0.2351
C 15.15 19.42 6.78 -0.1996
O 14.29 20.47 6.26 -0.0926
O 17.17 19.58 5.46 -0.0584
H 17.22 19.21 7.42 0.1082
H 16.78 20.89 6.99 0.1113
H 14.74 19.21 7.77 0.0882
H 14.98 18.46 6.30 0.1220
H 14.37 21.17 6.91 0.0084
H 18.01 19.16 5.64 0.0816
C 7.34 21.93 10.35 -0.1938
C 8.71 22.66 10.52 -0.2325
O 8.95 23.49 9.40 -0.0738
O 6.20 22.83 10.47 -0.0677
H 7.31 21.14 11.11 0.1076
H 7.36 21.42 9.39 0.1169
H 9.54 21.96 10.52 0.0951
H 8.76 23.23 11.45 0.1162
H 8.20 24.09 9.33 0.0973
H 5.94 22.87 11.39 0.0792
C 13.01 22.11 9.84 -0.1424
C 13.50 23.16 8.86 -0.1956
O 14.38 22.56 7.91 -0.0631
O 14.08 21.78 10.83 -0.0953
H 12.48 21.28 9.37 0.1154
H 12.18 22.50 10.43 0.1063
H 13.96 23.98 9.41 0.1059
H 12.67 23.65 8.34 0.1200
H 14.82 23.30 7.49 0.0679
H 14.61 21.04 10.54 0.0367
C 15.45 29.15 8.74 -0.2266
C 15.97 27.81 9.22 -0.2581
O 14.88 26.99 9.52 -0.0904
O 16.43 29.93 8.06 -0.0617
H 15.10 29.69 9.63 0.1220
H 14.58 28.94 8.12 0.1023
H 16.52 27.90 10.16 0.1229
H 16.61 27.28 8.51 0.1021
H 15.29 26.22 9.93 0.0132
H 16.34 30.87 8.23 0.0813
C 10.88 27.30 10.13 -0.2224
C 11.53 26.03 10.71 -0.2550
O 10.56 25.14 11.15 -0.0549
O 10.25 26.95 8.95 -0.0761
H 11.65 28.06 9.99 0.1244
H 10.06 27.53 10.81 0.1298
H 12.24 26.32 11.49 0.1087
H 12.19 25.57 9.97 0.1013
H 10.27 24.77 10.32 0.0404
H 10.97 26.91 8.32 0.0280
C 11.20 20.31 12.36 -0.2320
C 10.69 18.83 12.36 -0.2193
O 10.74 18.27 13.66 -0.0604
O 12.53 20.51 12.76 -0.0733
H 10.59 20.86 13.07 0.1143
H 11.14 20.78 11.37 0.0826
H 11.35 18.29 11.67 0.1076
H 9.67 18.74 11.97 0.1101
H 10.10 18.72 14.22 0.0839
H 13.08 21.06 12.20 0.0329
C 15.31 20.01 14.67 -0.2090
C 15.59 19.01 15.81 -0.2064
O 17.03 18.81 15.91 -0.0779
O 15.99 19.70 13.44 -0.0842
H 15.66 20.99 15.00 0.1116
H 14.26 19.98 14.40 0.1008
H 15.10 18.09 15.48 0.1114
H 15.23 19.36 16.78 0.1177
H 17.18 18.68 16.85 0.0698
H 15.51 19.83 12.62 0.0240
```

As for the frontier orbital gap: 9.49 eV. The value obtained for the lowest unoccupied orbital energy is 0.01 eV. The total charge is 0. For the highest occupied orbital energy, the calculation gives -9.48 eV.

***

Most stable structure: arrangement two